# 1
Entry from the Open Molecules 2025 dataset: a cluster of 5 separate species, C29H28N7O11P in total in a non-equilibrium geometry (ωB97M-V/def2-TZVPD).

Output
E_LUMO in eV: -1.085
Gap between HOMO and LUMO in eV: 8.637
Relative energy (zero: lowest compared OMol25 entry of this formula, charge and spin) in kJ/mol: 77.9
Spin multiplicity: 1
SMILES: N#C[C@H]([PH2]=O)[C@@](N)(C#N)COO.O=[N+]([O-])c1ccccc1.O=[N+]([O-])c1ccccc1.O=[N+]([O-])c1ccccc1.O=[N+]([O-])c1ccccc1

Positions of all 76 atoms, in Å:
N  -0.376  -2.009  1.145
C  -0.825  -1.363  0.340
C  -1.207  -0.534  -0.880
P  -2.296  -1.515  -2.053
O  -1.711  -1.737  -3.407
C  0.089  0.064  -1.528
N  -0.149  0.980  -2.643
C  0.806  0.892  -0.420
N  1.208  1.516  0.421
C  1.045  -1.075  -2.020
O  2.393  -0.786  -1.572
O  2.999  -2.027  -1.424
H  -1.813  0.325  -0.502
H  -3.561  -0.862  -2.129
H  -2.541  -2.795  -1.461
H  -0.539  1.870  -2.328
H  0.783  1.186  -3.008
H  0.795  -2.072  -1.607
H  1.004  -1.158  -3.124
H  2.881  -2.323  -0.503
C  -0.648  -1.759  5.673
C  -1.150  -1.310  4.459
C  -2.419  -0.754  4.397
C  -3.171  -0.650  5.557
C  -2.681  -1.102  6.773
C  -1.412  -1.660  6.828
N  -4.504  -0.040  5.498
O  -4.911  0.330  4.411
O  -5.126  0.066  6.539
H  0.346  -2.188  5.718
H  -0.550  -1.391  3.562
H  -2.804  -0.406  3.448
H  -3.270  -1.025  7.677
H  -1.017  -2.014  7.771
C  5.747  4.059  -2.230
C  4.776  4.004  -1.238
C  3.433  3.989  -1.582
C  3.078  4.025  -2.923
C  4.039  4.087  -3.921
C  5.379  4.105  -3.569
N  1.661  3.984  -3.289
O  0.846  3.949  -2.382
O  1.380  3.982  -4.477
H  6.796  4.064  -1.958
H  5.066  3.969  -0.196
H  2.682  3.946  -0.803
H  3.760  4.120  -4.966
H  6.139  4.150  -4.339
C  -2.237  4.892  -5.213
C  -1.861  3.813  -4.423
C  -2.826  2.975  -3.894
C  -4.162  3.220  -4.163
C  -4.552  4.296  -4.945
C  -3.581  5.135  -5.471
N  -5.172  2.313  -3.615
O  -4.780  1.395  -2.914
O  -6.337  2.524  -3.887
H  -1.479  5.544  -5.631
H  -0.815  3.626  -4.222
H  -2.526  2.137  -3.280
H  -5.596  4.489  -5.151
H  -3.871  5.978  -6.085
C  3.352  -6.490  2.413
C  3.779  -6.052  3.660
C  2.862  -5.549  4.571
C  1.521  -5.494  4.222
C  1.085  -5.921  2.977
C  2.007  -6.421  2.070
N  0.545  -4.985  5.191
O  0.965  -4.599  6.270
O  -0.626  -4.981  4.863
H  4.069  -6.888  1.705
H  4.828  -6.106  3.923
H  3.203  -5.210  5.540
H  0.039  -5.873  2.705
H  1.678  -6.760  1.096



# 2
Entry from the Open Molecules 2025 dataset: a structure of composition C17H18BClN6O2Ti in a non-equilibrium geometry (ωB97M-V/def2-TZVPD).

Output
E_LUMO (alpha / beta) in eV: -10.886 / -10.886
Net charge: +2
Gap between HOMO and LUMO (alpha / beta) in eV: 2.634 / 2.633
Spin multiplicity: 1

Positions of all 46 atoms, in Å:
H  -2.671  -2.937  0.604
N  -2.137  -1.444  -0.839
B  -1.225  -0.563  -3.178
N  -1.928  -1.564  -2.208
C  -2.627  -2.625  -2.665
Ti  -2.537  0.166  0.418
H  -2.821  -2.749  -3.738
C  -3.061  -3.361  -1.572
H  -3.636  -4.280  -1.622
C  -2.653  -2.660  -0.437
H  -1.767  -0.652  -4.277
C  3.752  1.365  0.799
H  3.351  2.135  1.475
H  2.973  0.602  0.645
H  3.975  1.833  -0.171
N  0.353  -0.779  -3.505
N  -1.620  0.790  -2.531
N  1.246  -0.684  -2.422
N  -1.735  1.064  -1.190
C  1.086  -1.033  -4.629
C  -2.084  1.835  -3.244
H  0.620  -1.138  -5.607
H  -2.298  1.725  -4.310
C  2.440  -1.115  -4.287
C  -2.260  2.910  -2.370
C  2.470  -0.895  -2.870
C  -1.980  2.424  -1.087
H  3.306  -1.297  -4.898
H  -2.582  3.896  -2.656
H  3.301  -0.882  -2.173
H  -1.830  2.937  -0.155
H  4.608  0.937  1.201
Cl  2.347  -0.645  7.604
C  1.581  -0.127  6.138
C  1.538  1.236  5.794
C  0.882  1.635  4.609
C  0.279  0.699  3.744
C  0.326  -0.635  4.120
C  0.986  -1.061  5.279
C  -0.390  1.147  2.469
O  -0.206  2.304  2.101
O  -1.225  0.321  1.764
H  2.034  1.943  6.466
H  0.890  2.700  4.392
H  -0.129  -1.368  3.478
H  1.054  -2.110  5.541



# 3
Entry from the Open Molecules 2025 dataset: a structure of composition C18H20BN12RuS (ωB97M-V/def2-TZVPD).

Output
E_LUMO (alpha / beta) in eV: -4.885 / -8.255
⟨S²⟩: 8.78
Net charge: +2
Gap between HOMO and LUMO (alpha / beta) in eV: 6.768 / 6.053
Relative energy (zero: lowest compared OMol25 entry of this formula, charge and spin) in kJ/mol: 109.3
Spin multiplicity: 6

Positions of all 53 atoms, in Å:
Ru  -0.490  0.194  -0.197
C  -4.725  0.139  -0.044
C  -3.537  0.838  -0.098
N  -2.504  -0.022  -0.158
N  -3.022  -1.280  -0.125
C  -4.349  -1.199  -0.054
B  -2.095  -2.519  -0.203
N  -1.152  -2.536  1.021
C  -0.947  -3.489  1.937
C  0.048  -3.070  2.804
C  0.413  -1.815  2.333
N  -0.317  -1.491  1.258
N  -1.234  -2.356  -1.487
C  -1.093  -3.153  -2.546
C  -0.241  -2.542  -3.459
C  0.104  -1.341  -2.865
N  -0.502  -1.232  -1.672
H  -5.723  0.538  -0.002
H  -3.356  1.900  -0.100
H  -4.945  -2.097  -0.016
H  -2.744  -3.520  -0.260
H  -1.518  -4.403  1.910
H  0.448  -3.602  3.649
H  1.160  -1.131  2.707
H  -1.605  -4.100  -2.586
H  0.059  -2.915  -4.422
H  0.726  -0.540  -3.232
N  5.864  -0.562  -1.614
C  4.570  -0.745  -1.396
N  4.013  -1.934  -1.644
N  3.885  0.303  -0.931
C  2.637  0.295  -0.698
N  1.510  0.427  -0.421
H  6.469  -1.293  -1.947
H  6.255  0.347  -1.425
H  4.550  -2.715  -1.981
H  3.042  -2.088  -1.434
N  -1.769  0.854  2.815
C  -1.510  1.989  2.137
N  -0.704  1.887  0.957
C  -0.060  3.055  0.713
C  0.583  3.415  -0.482
C  1.272  4.596  -0.539
C  1.372  5.479  0.576
C  0.740  5.179  1.741
C  -0.025  3.988  1.814
S  -0.927  3.494  3.136
H  -1.270  -0.009  2.639
H  -2.350  0.889  3.636
H  0.525  2.774  -1.350
H  1.756  4.877  -1.466
H  1.936  6.396  0.478
H  0.779  5.845  2.592



# 4
Entry from the Open Molecules 2025 dataset: a structure of composition C40H46P2SiW in a non-equilibrium geometry (ωB97M-V/def2-TZVPD).

Output
E_LUMO (alpha / beta) in eV: -6.860 / -7.969
⟨S²⟩: 2.04
Net charge: +2
Gap between HOMO and LUMO (alpha / beta) in eV: 6.443 / 5.655
Relative energy (zero: lowest compared OMol25 entry of this formula, charge and spin) in kJ/mol: 121.9
Spin multiplicity: 3

Positions of all 90 atoms, in Å:
W  -0.091  0.753  0.633
C  -1.711  1.134  -3.562
C  -1.685  -0.187  -3.314
C  -1.122  -1.223  -4.221
C  0.163  -0.835  -4.978
C  1.129  0.044  -4.249
C  1.198  1.381  -4.360
C  0.166  2.295  -4.924
C  -1.297  1.788  -4.847
C  1.206  1.425  2.272
H  -2.274  1.781  -2.881
H  -2.345  -0.599  -2.539
H  -1.888  -1.512  -4.964
H  -0.946  -2.136  -3.639
H  0.686  -1.773  -5.235
H  -0.132  -0.347  -5.916
H  1.969  -0.497  -3.804
H  2.192  1.860  -4.266
H  0.401  2.483  -5.987
H  0.248  3.273  -4.425
H  -1.938  2.671  -5.011
H  -1.475  1.111  -5.695
H  1.037  2.516  2.131
H  2.285  1.230  2.276
H  0.758  1.111  3.228
P  -0.753  -1.297  -0.262
P  2.177  -0.006  -0.075
C  0.496  -1.763  -1.441
C  1.732  -1.172  -1.386
C  -1.837  -2.662  0.186
C  -2.239  -3.622  -0.762
C  -3.189  -4.576  -0.399
C  -3.681  -4.633  0.912
C  -3.190  -3.746  1.880
C  -2.266  -2.783  1.519
C  -1.724  0.435  -0.638
C  -0.994  1.747  -0.956
C  -1.774  2.939  -0.745
C  -3.097  2.883  -0.329
C  -3.739  1.668  -0.098
C  -3.075  0.459  -0.213
C  3.583  -0.885  0.724
C  3.275  -2.033  1.478
C  4.283  -2.922  1.838
C  5.610  -2.656  1.475
C  5.935  -1.470  0.808
C  4.926  -0.584  0.420
C  2.909  1.645  -0.530
C  3.600  2.491  0.358
C  3.881  3.811  -0.021
C  3.544  4.265  -1.301
C  2.786  3.453  -2.159
C  2.435  2.176  -1.732
H  0.269  -2.637  -2.061
H  2.573  -1.535  -1.990
H  -1.825  -3.593  -1.767
H  -3.559  -5.282  -1.141
H  -4.442  -5.364  1.188
H  -3.538  -3.793  2.909
H  -1.923  -2.052  2.244
H  -0.255  1.782  -1.764
H  -1.312  3.889  -1.061
H  -3.671  3.819  -0.261
H  -4.789  1.688  0.237
H  -3.572  -0.480  0.041
H  2.231  -2.215  1.750
H  4.031  -3.820  2.403
H  6.384  -3.379  1.720
H  6.979  -1.235  0.589
H  5.174  0.333  -0.116
H  3.911  2.145  1.350
H  4.384  4.485  0.676
H  3.841  5.258  -1.641
H  2.467  3.804  -3.143
H  1.783  1.543  -2.329
C  -0.696  -1.100  6.044
Si  -2.041  -0.122  5.164
C  -3.658  -1.006  5.485
C  -2.168  1.572  5.945
C  -1.717  -0.023  3.354
C  -1.211  0.094  2.211
H  -0.932  -1.252  7.106
H  0.276  -0.594  5.995
H  -0.572  -2.091  5.590
H  -3.897  -0.953  6.554
H  -4.472  -0.538  4.919
H  -3.607  -2.061  5.196
H  -1.218  2.114  5.903
H  -2.914  2.187  5.429
H  -2.461  1.504  6.995



# 5
Entry from the Open Molecules 2025 dataset: the ion C6H13N4OS with charge +1 in a non-equilibrium geometry (ωB97M-V/def2-TZVPD).

Output
E_LUMO in eV: -3.989
Net charge: +1
Gap between HOMO and LUMO in eV: 8.313
Spin multiplicity: 1

Positions of all 25 atoms, in Å:
C  0.129  -1.174  -0.165
C  3.754  -0.177  -0.837
C  2.436  -0.292  -0.272
C  -0.906  1.791  1.385
C  -1.138  1.794  -1.126
C  -0.441  1.207  0.016
N  1.398  -0.993  -0.365
N  -1.079  -3.138  0.531
N  -0.760  -0.245  -0.003
N  -2.065  -0.575  -0.027
O  -0.110  -2.462  -0.409
S  3.347  0.783  0.649
H  4.630  -0.930  -0.554
H  3.889  0.328  -1.744
H  -0.660  1.001  2.151
H  -0.307  2.578  1.602
H  -1.975  2.024  1.361
H  -0.886  2.938  -1.223
H  -2.187  1.766  -0.892
H  -0.903  1.319  -2.148
H  0.653  1.222  0.004
H  -0.487  -3.094  1.373
H  -1.395  -3.989  0.074
H  -2.293  -1.684  -0.022
H  -2.644  0.003  0.641



# 6
Entry from the Open Molecules 2025 dataset: a structure of composition C31H95BCl5FeO34P5 in a non-equilibrium geometry (ωB97M-V/def2-TZVPD).

Output
E_LUMO (alpha / beta) in eV: -2.159 / -3.763
⟨S²⟩: 8.76
Net charge: +1
Gap between HOMO and LUMO (alpha / beta) in eV: 9.222 / 7.618
Spin multiplicity: 6

Positions of all 172 atoms, in Å:
Fe  -0.352  -0.816  1.488
Cl  -1.793  0.715  2.510
B  -0.815  -0.577  -0.483
H  0.147  -1.053  -0.370
H  -1.007  -0.326  -1.515
H  -1.543  -1.175  0.043
H  -0.750  0.339  0.083
C  2.709  5.970  3.833
O  3.833  5.841  2.950
P  3.785  6.270  1.325
O  5.028  5.989  0.547
O  2.525  5.469  0.780
C  2.464  4.112  0.664
O  3.404  7.826  1.354
C  4.342  8.852  1.526
H  1.867  6.155  3.166
H  2.904  6.670  4.645
H  2.472  5.002  4.276
H  1.825  3.720  1.456
H  3.427  3.617  0.539
H  1.870  3.871  -0.218
H  4.048  9.683  0.884
H  5.297  8.639  1.047
H  4.464  9.135  2.571
C  -0.719  -3.455  -2.958
O  -0.048  -4.712  -2.871
P  -0.945  -6.061  -2.984
O  -1.998  -6.200  -1.991
O  -1.496  -5.883  -4.510
C  -2.144  -6.992  -5.107
O  0.126  -7.288  -3.067
C  1.079  -7.282  -4.086
H  -0.385  -3.018  -3.899
H  -0.486  -2.793  -2.123
H  -1.801  -3.579  -2.977
H  -1.456  -7.483  -5.795
H  -2.966  -6.642  -5.731
H  -2.534  -7.736  -4.413
H  1.127  -6.347  -4.644
H  0.836  -8.082  -4.785
H  2.096  -7.452  -3.732
C  3.519  1.012  -4.535
O  3.248  0.645  -3.191
P  2.939  1.803  -2.104
O  2.675  1.315  -0.740
O  4.128  2.908  -2.142
C  5.461  2.527  -1.882
O  1.689  2.580  -2.751
C  0.374  1.960  -2.778
H  3.869  2.043  -4.581
H  2.714  0.969  -5.268
H  4.262  0.319  -4.930
H  5.738  3.144  -1.027
H  6.196  2.715  -2.664
H  5.483  1.519  -1.467
H  -0.181  2.453  -1.980
H  0.445  0.894  -2.564
H  -0.157  2.098  -3.721
C  2.339  -1.898  -1.724
O  2.206  -3.182  -1.084
P  1.809  -3.406  0.438
O  0.880  -2.436  1.097
O  1.206  -4.939  0.335
C  0.919  -5.619  1.536
O  3.276  -3.558  1.161
C  4.136  -4.617  0.693
H  1.464  -1.664  -2.331
H  3.142  -1.871  -2.461
H  2.536  -1.097  -1.011
H  1.196  -4.988  2.380
H  1.498  -6.535  1.654
H  -0.144  -5.859  1.525
H  5.091  -4.222  0.344
H  3.690  -5.157  -0.142
H  4.332  -5.302  1.518
C  5.716  -1.613  3.364
O  5.592  -0.283  2.981
P  5.651  0.190  1.444
O  4.743  -0.536  0.534
O  5.308  1.804  1.578
C  6.263  2.841  1.985
O  7.225  0.060  1.066
C  7.810  -1.205  0.842
H  6.756  -1.742  3.662
H  5.392  -2.354  2.633
H  5.165  -1.865  4.270
H  6.032  3.206  2.986
H  6.185  3.782  1.440
H  7.306  2.528  1.971
H  8.104  -1.189  -0.207
H  7.114  -2.017  1.054
H  8.618  -1.162  1.572
C  -3.671  2.220  -0.689
C  -3.475  1.843  -2.186
O  -2.909  2.914  -2.884
O  -4.467  3.378  -0.661
H  -2.708  2.447  -0.230
H  -4.158  1.397  -0.166
H  -4.413  1.552  -2.660
H  -2.765  1.017  -2.212
H  -3.574  3.606  -2.886
H  -4.524  3.750  0.222
C  -4.509  -1.995  -2.604
C  -4.439  -1.916  -1.080
O  -5.636  -2.429  -0.438
O  -5.357  -0.979  -3.066
H  -4.799  -3.011  -2.871
H  -3.461  -1.868  -2.876
H  -4.340  -0.922  -0.643
H  -3.620  -2.532  -0.708
H  -6.363  -2.119  -0.983
H  -6.229  -1.343  -2.897
C  -1.835  -0.038  -5.198
C  -1.722  0.826  -6.402
O  -0.806  0.167  -7.258
O  -2.440  -1.357  -5.463
H  -2.388  0.554  -4.470
H  -0.882  -0.207  -4.697
H  -1.436  1.867  -6.249
H  -2.648  0.979  -6.957
H  -1.141  -0.723  -7.395
H  -3.387  -1.211  -5.520
C  1.976  0.820  2.413
C  2.022  -0.363  3.389
O  0.745  -0.934  3.369
O  1.376  0.373  1.172
H  2.929  1.312  2.218
H  1.335  1.616  2.791
H  2.230  0.022  4.387
H  2.885  -0.958  3.090
H  0.742  -1.530  4.121
H  1.909  0.770  0.480
C  -5.480  3.609  5.095
C  -5.738  2.964  3.783
O  -4.550  2.999  2.959
O  -4.469  3.133  5.949
H  -6.381  3.401  5.672
H  -5.486  4.690  4.959
H  -6.555  3.444  3.245
H  -5.886  1.897  3.954
H  -3.977  2.292  3.264
H  -4.189  3.869  6.498
C  -6.190  -1.195  3.053
C  -6.844  -2.643  3.010
O  -6.062  -3.541  2.200
O  -6.095  -0.521  1.810
H  -5.178  -1.153  3.455
H  -6.790  -0.581  3.724
H  -7.857  -2.637  2.608
H  -6.905  -3.102  3.997
H  -5.924  -3.123  1.347
H  -6.958  -0.233  1.503
C  -2.594  -4.276  1.165
C  -2.630  -3.042  2.100
O  -1.340  -2.537  2.354
O  -1.825  -4.051  -0.007
H  -3.634  -4.412  0.870
H  -2.373  -5.164  1.756
H  -3.126  -3.204  3.057
H  -3.242  -2.251  1.665
H  -1.018  -3.167  3.002
H  -1.982  -4.738  -0.660
C  -1.083  4.012  4.523
Cl  -0.160  2.956  5.710
Cl  -1.004  5.669  5.060
H  -0.639  3.954  3.530
H  -2.091  3.597  4.503
C  -1.526  5.564  -0.556
Cl  -0.458  6.988  -0.838
Cl  -1.063  4.780  0.958
H  -2.526  5.963  -0.386
H  -1.619  4.881  -1.401